Below is an isolated molecule of C9H8IN at a distorted geometry, with properties calculated with ωB97M-V with the def2-TZVPD basis set.

Element x y z (Å)
C  -1.32  -2.57  0.83
C  -0.27  -1.99  0.32
C  0.76  -1.38  -0.22
C  0.57  -0.15  -1.04
C  1.72  0.62  -0.86
C  1.77  1.65  0.10
C  0.60  1.90  0.92
C  -0.62  1.38  0.54
C  -0.74  0.53  -0.58
N  -1.75  -0.03  -1.10
I  -3.69  0.09  -0.59
H  -1.69  -2.06  1.70
H  -2.05  -3.15  0.44
H  1.86  -1.56  -0.07
H  0.47  -0.33  -2.17
H  2.69  0.39  -1.34
H  2.56  2.40  0.24
H  0.61  2.72  1.71
H  -1.48  1.55  1.18

Results
Gap between HOMO and LUMO, eV: 8.03
HOMO energy, Ha: -0.3096
ΔE to the lowest compared entry with this formula, charge and spin, kJ/mol: 321.1
LUMO level, eV: -0.394
SMILES string: C=C=C[C@@H]1C=CC=C/C1=N\I
Charge: 0
F_max, hartree/bohr: 0.1364
E_tot, Ha: -700.023535
M, g mol⁻¹: 257.1


Below is an isolated molecule of C9H8N2 at a distorted geometry, with properties calculated with ωB97M-V with the def2-TZVPD basis set.

Element x y z (Å)
C  3.03  -0.09  0.02
C  2.43  -1.25  -0.22
C  1.06  -1.28  -0.23
C  0.31  -0.11  0.03
C  -1.13  -0.14  0.05
N  -1.87  -1.23  0.43
C  -3.20  -0.74  0.27
C  -3.24  0.52  -0.24
N  -1.89  0.96  -0.34
C  0.98  1.04  0.26
C  2.42  1.11  0.24
H  4.34  0.09  -0.10
H  2.93  -2.10  -0.41
H  0.31  -2.24  -0.16
H  -3.88  -1.24  0.45
H  -4.19  0.96  -0.46
H  -1.68  1.72  -0.57
H  0.42  1.89  0.52
H  2.85  2.14  0.47

Results
Gap between HOMO and LUMO, eV: 9.23
HOMO energy, Ha: -0.3086
ΔE to the lowest compared entry with this formula, charge and spin, kJ/mol: 433.3
LUMO level, eV: 0.834
SMILES string: c1ccc(-c2ncc[nH]2)cc1
Charge: 0
F_max, hartree/bohr: 0.3488
E_tot, Ha: -457.113631
M, g mol⁻¹: 144.2


Below is an isolated molecule of C9H8N2 at a distorted geometry, with properties calculated with ωB97M-V with the def2-TZVPD basis set.

Element x y z (Å)
C  0.90  2.84  0.76
C  1.56  1.73  1.15
C  1.16  0.44  0.77
C  0.03  0.27  0.06
C  -0.49  -0.94  -0.53
N  -1.42  -1.14  -1.37
C  -1.52  -2.61  -1.40
C  -0.69  -3.16  -0.57
N  -0.07  -2.18  0.01
C  -0.68  1.46  -0.46
C  -0.20  2.75  -0.09
H  1.39  3.79  1.21
H  2.49  1.87  1.93
H  1.73  -0.53  1.22
H  -2.15  -3.13  -2.13
H  -0.56  -4.28  -0.31
H  0.65  -2.25  0.94
H  -1.58  1.46  -0.92
H  -0.54  3.62  -0.27

Results
Gap between HOMO and LUMO, eV: 9.00
HOMO energy, Ha: -0.3071
ΔE to the lowest compared entry with this formula, charge and spin, kJ/mol: 276.6
LUMO level, eV: 0.642
SMILES string: c1ccc(-c2ncc[nH]2)cc1
Charge: 0
F_max, hartree/bohr: 0.1650
E_tot, Ha: -457.173307
M, g mol⁻¹: 144.2


Below is an isolated molecule of C9H8N2O at a distorted geometry, with properties calculated with ωB97M-V with the def2-TZVPD basis set.

Element x y z (Å)
O  0.60  -2.21  0.22
C  0.60  -1.30  -0.71
C  1.25  -1.52  -1.91
C  1.20  -0.45  -2.78
C  0.41  0.72  -2.72
C  -0.14  1.04  -1.44
C  -0.11  -0.04  -0.52
C  -0.48  0.33  0.90
C  -0.95  1.43  1.67
N  -1.17  0.94  2.83
C  -1.10  -0.34  3.00
N  -0.52  -0.76  1.88
H  0.31  -1.63  1.02
H  1.91  -2.50  -2.37
H  1.90  -0.58  -3.62
H  0.37  1.44  -3.66
H  -0.49  1.98  -0.97
H  -0.96  2.55  1.58
H  -1.27  1.72  3.71
H  -1.35  -0.82  3.90

Results
Gap between HOMO and LUMO, eV: 7.83
HOMO energy, Ha: -0.2780
ΔE to the lowest compared entry with this formula, charge and spin, kJ/mol: 336.0
LUMO level, eV: 0.263
SMILES string: Oc1ccccc1-c1c[nH]cn1
Charge: 0
F_max, hartree/bohr: 0.2141
E_tot, Ha: -532.398775
M, g mol⁻¹: 160.2


Below is an isolated molecule of C9H8N2O2S at a distorted geometry, with properties calculated with ωB97M-V with the def2-TZVPD basis set.

Element x y z (Å)
O  2.46  0.65  -1.17
S  1.57  1.31  -0.23
O  1.65  2.73  -0.11
C  -0.10  0.86  -0.67
C  -0.94  1.55  -1.51
C  -2.17  0.97  -1.86
C  -2.68  -0.07  -1.16
C  -1.89  -0.67  -0.12
C  -0.55  -0.21  0.08
C  0.38  -0.62  1.18
C  1.24  -1.93  0.94
N  2.57  -1.56  1.22
N  2.75  -0.39  1.49
C  1.55  0.34  1.37
H  -0.60  2.50  -2.01
H  -2.95  1.29  -2.62
H  -3.66  -0.56  -1.33
H  -2.31  -1.48  0.41
H  -0.16  -0.89  2.07
H  0.80  -2.46  1.75
H  1.43  -2.43  0.07
H  1.59  1.07  2.20

Results
Gap between HOMO and LUMO, eV: 9.72
HOMO energy, Ha: -0.3481
ΔE to the lowest compared entry with this formula, charge and spin, kJ/mol: 385.5
LUMO level, eV: 0.244
SMILES string: O=S1(=O)c2ccccc2[C@H]2CN=N[C@H]21
Charge: 0
F_max, hartree/bohr: 0.0764
E_tot, Ha: -1005.824174
M, g mol⁻¹: 208.2


Below is an isolated molecule of C9H8N2O3S at a distorted geometry, with properties calculated with ωB97M-V with the def2-TZVPD basis set.

Element x y z (Å)
C  -4.66  -1.72  0.00
O  -3.69  -0.65  -0.10
C  -2.35  -0.82  0.00
O  -1.78  -1.89  0.06
C  -1.73  0.46  0.01
C  -0.37  0.54  0.16
S  0.63  -0.91  0.26
C  2.07  0.07  0.03
C  3.56  -0.94  0.08
C  3.37  -2.27  -0.04
N  3.20  -3.40  -0.19
N  1.79  1.38  0.03
C  2.88  2.39  -0.14
C  0.44  1.76  0.10
O  0.16  2.95  0.14
H  -5.73  -1.31  0.23
H  -4.34  -2.27  0.82
H  -4.87  -2.27  -1.00
H  -2.46  1.27  0.00
H  4.50  -0.34  0.23
H  3.83  1.91  -0.13
H  2.69  2.83  -1.26
H  2.87  3.23  0.70

Results
Gap between HOMO and LUMO (spin up / spin down), eV: 5.95 / 5.93
HOMO energy (spin up / spin down), Ha: -0.2873 / -0.2868
ΔE to the lowest compared entry with this formula, charge and spin, kJ/mol: 340.8
LUMO level (spin up / spin down), eV: -1.868 / -1.872
SMILES string: COC(=O)/C=c1\s/c(=C\C#N)n(C)c1=O
Charge: 0
F_max, hartree/bohr: 0.1609
E_tot, Ha: -1081.024977
M, g mol⁻¹: 224.2


Below is a structure of composition C9H8N2O4SeSn at a distorted geometry, with properties calculated with ωB97M-V with the def2-TZVPD basis set.

Element x y z (Å)
O  -0.79  0.89  3.54
C  -0.40  0.50  2.55
Sn  0.55  -0.57  0.22
O  -1.55  3.95  -1.16
C  -1.22  2.90  -0.87
C  -1.68  -1.79  0.10
O  -2.54  -2.56  0.12
C  0.43  -0.52  -2.56
O  0.51  -0.67  -3.69
C  2.93  -0.94  3.11
N  3.65  -0.87  1.87
C  4.75  -0.08  1.58
C  4.99  -0.21  0.25
N  4.03  -1.07  -0.24
C  3.87  -1.34  -1.64
C  3.18  -1.48  0.75
Se  1.74  -2.77  0.60
H  1.99  -0.38  3.07
H  3.61  -0.52  3.84
H  2.69  -1.97  3.35
H  5.22  0.48  2.38
H  5.73  0.21  -0.41
H  3.62  -0.42  -2.18
H  4.80  -1.77  -2.02
H  3.07  -2.06  -1.72

Results
Gap between HOMO and LUMO, eV: 8.44
HOMO energy, Ha: -0.6074
LUMO level, eV: -8.089
Charge: +2
F_max, hartree/bohr: 0.1108
E_tot, Ha: -3373.322042
M, g mol⁻¹: 405.8


Below is the ion C9H8N3 with charge +1 at a distorted geometry, with properties calculated with ωB97M-V with the def2-TZVPD basis set.

Element x y z (Å)
C  3.53  -0.94  -0.40
C  3.25  0.61  0.02
C  1.64  0.88  0.09
C  0.63  -0.31  -0.23
C  -0.99  0.09  -0.07
C  -1.63  -0.22  1.40
C  -3.23  0.28  1.45
C  -3.64  0.92  0.00
N  -2.90  1.08  -1.26
N  -1.61  0.67  -1.29
N  0.83  -1.72  -0.66
C  2.31  -1.92  -0.71
H  4.64  -1.33  -0.47
H  4.10  1.37  0.25
H  1.25  1.95  0.38
H  -1.08  -0.70  2.33
H  -3.91  0.17  2.40
H  -4.76  1.34  -0.03
H  -1.05  0.81  -2.18
H  2.62  -3.03  -1.04

Results
Gap between HOMO and LUMO, eV: 6.94
HOMO energy, Ha: -0.4625
ΔE to the lowest compared entry with this formula, charge and spin, kJ/mol: 1112.6
LUMO level, eV: -5.644
SMILES string: c1ccc(-c2cccn[nH+]2)nc1
Charge: +1
F_max, hartree/bohr: 0.1525
E_tot, Ha: -511.336794
M, g mol⁻¹: 158.2


Below is a structure of composition C9H8N3O8ReSbSe4 at a distorted geometry, with properties calculated with ωB97M-V with the def2-TZVPD basis set.

Element x y z (Å)
Re  0.20  -0.55  -0.37
Se  -2.50  -3.94  4.04
Sb  -2.55  -1.68  4.23
Se  -1.09  -2.06  -1.30
Se  0.20  -0.87  1.82
Se  -2.76  0.56  4.56
N  5.56  -1.45  -0.72
C  4.28  -1.17  -1.45
C  3.14  -1.17  -0.45
O  3.31  -1.46  0.70
O  1.98  -0.84  -1.02
H  5.90  -0.62  -0.22
H  6.30  -1.75  -1.36
H  5.41  -2.18  -0.02
H  4.12  -1.94  -2.20
H  4.36  -0.21  -1.96
O  -0.28  3.60  -1.09
C  -1.01  2.84  -1.46
O  -0.35  1.05  -0.79
C  -2.18  2.52  -2.21
C  -2.88  1.33  -2.04
C  -3.97  1.11  -2.83
C  -4.41  2.02  -3.77
C  -3.69  3.19  -3.91
C  -2.58  3.48  -3.16
N  -4.14  4.19  -4.92
O  -5.16  3.94  -5.50
O  -3.42  5.15  -5.06
N  -4.68  -0.19  -2.66
O  -5.71  -0.33  -3.26
O  -4.14  -1.01  -1.93
H  -2.61  0.61  -1.29
H  -5.28  1.83  -4.39
H  -2.05  4.42  -3.32

Results
Gap between HOMO and LUMO, eV: 6.82
HOMO energy, Ha: -0.6556
ΔE to the lowest compared entry with this formula, charge and spin, kJ/mol: 213.1
LUMO level, eV: -11.015
Charge: +3
F_max, hartree/bohr: 0.0265
E_tot, Ha: -11036.970226
M, g mol⁻¹: 910.0


Below is an isolated molecule of C9H8OS at a distorted geometry, with properties calculated with ωB97M-V with the def2-TZVPD basis set.

Element x y z (Å)
O  -0.40  3.63  -0.14
C  0.04  2.54  -0.39
C  -0.93  1.44  -0.77
C  -0.56  0.13  -0.15
C  -1.59  -0.64  0.44
C  -1.29  -1.84  1.13
C  0.05  -2.19  1.24
C  1.07  -1.49  0.57
C  0.75  -0.28  -0.11
C  1.79  0.53  -0.87
S  1.83  2.28  -0.33
H  -0.91  1.29  -1.87
H  -1.94  1.70  -0.48
H  -2.64  -0.34  0.42
H  -2.05  -2.44  1.59
H  0.26  -3.12  1.74
H  2.11  -1.80  0.64
H  2.80  0.09  -0.73
H  1.62  0.51  -1.94

Results
Gap between HOMO and LUMO, eV: 9.95
HOMO energy, Ha: -0.3400
ΔE to the lowest compared entry with this formula, charge and spin, kJ/mol: 0.0
LUMO level, eV: 0.693
SMILES string: O=C1Cc2ccccc2CS1
Charge: 0
F_max, hartree/bohr: 0.0390
E_tot, Ha: -821.186149
M, g mol⁻¹: 164.2